C68H150F3N2O8P4 | the ωB97M-V functional and the def2-TZVPD basis

The calculation puts the maximum force at 8.69 eV/Å. For the total energy, the calculation gives -137597.91847 eV. For the highest occupied orbital energy, the calculation gives -5.6 eV. For the LUMO energy, the calculation gives -2.77 eV. The total charge is +1. The energy above the lowest of the compared OMol25 structures with the same formula, charge and spin is 421.66 kJ/mol.

XYZ file:
```
235
Properties=species:S:1:pos:R:3:forces:R:3:mulliken_charge:R:1
C -4.63413 2.45390 -0.02095 -0.50 -0.57 0.65 -1.20
C -5.12527 1.22321 -0.83674 1.27 0.55 -0.55 -0.61
C -4.09757 0.07733 -0.78877 -0.46 -0.52 -0.54 1.50
C -4.53137 -1.22928 -1.50594 0.59 0.06 0.76 -0.62
P -4.37442 -1.48232 -3.33949 0.01 0.16 2.26 1.48
C -3.67584 0.13589 -4.04310 0.02 -0.98 0.75 -0.51
C -2.15756 0.33455 -4.02162 0.32 -2.38 -0.51 -0.13
C -1.68634 1.67701 -4.44483 0.98 0.94 0.30 -0.87
C -2.25614 2.89805 -3.76701 -0.63 1.07 -0.13 -1.12
C -6.16595 -1.68326 -3.71517 -0.18 0.64 -1.40 -1.23
C -6.86775 -0.28297 -3.64360 -0.52 -1.13 0.50 0.29
C -8.39145 -0.31486 -3.89509 0.55 0.61 0.15 -0.46
C -8.99215 1.00703 -3.39715 -0.74 0.25 -0.22 -1.33
C -3.34197 -3.00854 -3.52623 1.54 -0.51 -0.93 -1.30
C -1.79115 -3.02929 -3.22511 0.29 1.69 0.87 0.27
C -1.01682 -4.31651 -3.60369 -2.48 0.39 0.40 -0.36
C 0.47131 -4.34711 -3.51023 0.41 1.11 -0.42 -1.28
H -5.42538 2.71596 0.68143 -0.03 0.53 -0.13 0.32
H -4.31406 3.31789 -0.60335 -0.39 -0.06 -0.23 0.40
H -3.78542 2.24096 0.62901 0.18 -0.47 -0.04 -0.16
H -5.29266 1.58550 -1.85106 0.09 -0.13 -0.26 0.29
H -6.10942 0.84850 -0.55539 0.09 0.03 0.53 0.60
H -3.96184 -0.17367 0.26322 0.08 -0.17 0.02 -0.87
H -3.08664 0.31385 -1.12068 0.00 0.60 -0.09 0.22
H -5.52452 -1.50649 -1.15250 -0.45 0.01 -0.57 0.43
H -3.95692 -2.03944 -1.05678 0.42 -0.08 -0.18 -0.42
H -4.10237 0.87290 -3.36266 -0.44 0.03 -0.31 -0.31
H -4.02750 0.25628 -5.06777 -0.23 0.16 0.09 0.87
H -1.74257 -0.39637 -4.71563 -0.08 0.10 -0.70 0.50
H -1.58960 -0.06718 -3.18248 -0.72 0.56 1.02 0.22
H -1.67542 1.77581 -5.53029 -0.36 0.10 -0.03 0.39
H -0.64137 1.75262 -4.14411 0.38 -0.36 -0.35 0.11
H -1.88830 3.77614 -4.29780 0.12 0.12 0.00 0.46
H -1.94412 3.03485 -2.73162 0.06 -0.35 0.13 0.07
H -3.33803 3.02981 -3.78360 -0.17 -0.35 -0.07 0.39
H -6.67834 -2.41242 -3.08757 0.57 0.13 0.68 0.15
H -6.29873 -2.12888 -4.70102 0.15 0.25 -0.40 0.68
H -6.38607 0.42362 -4.31947 -0.05 0.11 0.09 0.32
H -6.84668 0.08075 -2.61629 0.73 0.07 0.00 -0.32
H -8.87953 -1.12216 -3.34906 0.25 -0.20 -0.01 0.36
H -8.58104 -0.45228 -4.95965 -0.22 -0.01 -0.01 0.38
H -10.07962 0.95771 -3.45247 -0.08 0.06 -0.24 0.42
H -8.68017 1.89103 -3.95330 0.10 -0.13 -0.35 0.31
H -8.81290 1.28371 -2.35819 0.42 -0.56 0.21 0.31
H -3.29871 -3.31460 -4.57149 -0.94 -0.05 -0.27 0.70
H -3.75480 -3.82083 -2.92802 -0.73 0.23 -0.04 0.23
H -1.66321 -2.72679 -2.18577 0.27 -0.31 0.29 -0.05
H -1.31579 -2.22039 -3.77993 0.00 0.07 -0.18 -0.06
H -1.31236 -4.43839 -4.64575 0.12 -0.59 -0.19 0.42
H -1.45848 -5.12035 -3.01472 -0.04 -0.34 -0.16 0.30
H 0.92483 -4.26362 -2.52259 -0.35 -0.68 0.10 0.08
H 0.85044 -3.44694 -3.99403 0.21 0.05 -0.41 0.32
H 0.77691 -5.20268 -4.11250 0.55 -0.03 0.50 0.45
C 0.10643 -3.26617 4.83544 0.68 -0.97 0.74 -1.48
C -1.18583 -2.49137 4.77281 -0.37 0.20 0.00 0.13
C -2.16136 -2.92073 3.70533 0.19 -0.53 -1.28 1.18
C -2.90428 -4.26256 3.89753 -0.40 0.49 -0.27 -1.52
P -4.07062 -4.59214 2.47628 0.77 -0.28 -0.03 0.88
C -5.41916 -5.71828 3.02924 0.84 0.07 0.53 -1.35
C -6.42926 -6.17003 1.97109 0.94 2.01 -0.45 -0.17
C -7.34045 -7.23893 2.38084 0.59 -2.25 0.34 -0.59
C -8.36357 -7.51051 1.33775 -2.10 0.05 0.01 -1.41
C -4.90022 -3.05520 1.86641 -0.21 1.21 0.28 1.55
C -5.57684 -2.08920 2.93769 -0.93 -0.85 -0.12 -1.34
C -6.13925 -0.74840 2.32017 -0.27 -1.37 0.37 1.14
C -6.97525 0.16437 3.27272 0.95 -0.43 0.17 -1.71
C -3.07166 -5.49786 1.20134 0.20 1.66 -0.30 -0.89
C -2.27401 -6.73168 1.57387 -0.21 -0.90 -1.34 -0.26
C -1.32692 -7.13518 0.42752 1.05 -0.11 -1.08 -0.97
C 0.05302 -6.46903 0.39438 0.25 0.65 -0.02 -0.99
H 0.76693 -3.11852 3.98101 -0.22 0.26 -0.20 0.26
H 0.04388 -4.34853 4.94810 -0.50 -0.16 -0.11 0.38
H 0.67313 -2.98645 5.72353 0.08 0.29 0.01 0.45
H -0.83382 -1.49998 4.48760 -0.51 0.46 0.25 -0.42
H -1.74675 -2.45090 5.70653 0.47 0.13 0.42 0.49
H -1.52681 -2.98443 2.82138 -0.32 -0.22 -0.51 -0.31
H -2.90252 -2.16230 3.45321 0.17 0.24 0.29 -0.49
H -3.50491 -4.25638 4.80710 -0.09 0.09 0.14 0.63
H -2.19911 -5.08788 3.99586 -0.14 -0.15 -0.19 0.57
H -5.80233 -5.23097 3.92580 -0.74 0.34 -0.17 0.82
H -4.95512 -6.58338 3.50293 0.46 -0.30 -0.29 0.59
H -5.89292 -6.57500 1.11292 0.18 0.36 -0.23 0.21
H -6.99672 -5.30762 1.62133 -0.01 0.21 -0.16 0.15
H -7.74738 -7.14187 3.38735 -0.14 0.12 -0.05 0.37
H -6.71422 -8.12971 2.33130 0.14 -0.40 0.90 0.30
H -8.00174 -7.76470 0.34148 0.28 0.60 0.05 0.33
H -9.05708 -6.66972 1.35207 0.02 0.24 -0.81 0.33
H -9.02528 -8.33988 1.58752 0.21 -0.28 0.36 0.44
H -5.66114 -3.39440 1.16353 -0.31 -0.21 0.01 -0.41
H -4.31809 -2.38117 1.23799 0.96 -0.56 0.03 -0.99
H -4.94912 -1.94609 3.81722 0.12 0.20 -0.05 0.48
H -6.45687 -2.64584 3.25988 -0.10 0.03 0.48 0.53
H -6.83550 -1.14707 1.58234 0.23 0.40 -0.65 0.24
H -5.26913 -0.28375 1.85639 -0.36 0.56 -0.10 -0.58
H -7.22090 1.15411 2.88777 0.37 -0.04 -0.42 0.40
H -6.39528 0.31421 4.18337 -0.15 0.12 0.21 0.33
H -7.94608 -0.24020 3.55894 0.17 -0.48 -0.09 0.38
H -2.28368 -4.86406 0.79453 -0.30 1.04 0.17 0.21
H -3.76051 -5.59417 0.36211 -0.09 -0.56 -0.11 1.08
H -2.98195 -7.55906 1.62269 0.26 -0.22 1.09 0.30
H -1.57040 -6.55290 2.38692 -0.71 -0.28 0.64 0.15
H -1.75473 -7.05230 -0.57159 -0.52 0.33 0.03 0.34
H -1.04581 -8.18828 0.43462 -0.57 -0.27 0.69 0.52
H 0.74512 -7.00749 -0.25303 -0.07 -0.37 0.19 0.38
H 0.47824 -6.41974 1.39680 0.17 -0.16 0.07 0.35
H 0.13025 -5.46121 -0.01357 -0.57 0.31 0.12 0.16
C 2.86737 7.04812 -4.70927 0.06 0.56 1.32 -1.39
C 3.14981 6.56298 -3.21616 -0.58 -0.56 -0.85 -0.22
C 4.40153 5.74170 -3.01734 0.35 -1.44 0.35 -0.31
C 4.56028 5.12803 -1.56361 0.63 0.66 -0.96 0.14
P 6.02802 4.04178 -1.34549 -0.11 -1.01 -0.36 0.64
C 6.16903 3.34357 0.38646 0.36 0.28 -1.74 0.54
C 7.35022 2.29723 0.61383 -1.07 0.51 -0.17 -0.27
C 8.65623 2.83375 1.11607 1.17 0.18 0.48 -0.68
C 8.61893 3.32953 2.53898 -0.89 0.64 0.67 -1.43
C 6.06563 2.59408 -2.51519 0.82 0.37 0.02 -1.69
C 4.99554 1.51305 -2.51280 -0.69 0.01 1.37 -0.18
C 3.76227 1.94968 -3.27087 0.67 0.35 0.09 0.63
C 4.06180 1.89929 -4.73329 -1.04 -0.30 -1.67 -1.67
C 7.54026 5.01152 -1.66179 -0.12 -1.64 0.37 -1.38
C 7.99878 6.00294 -0.60833 0.59 0.98 0.15 -0.67
C 9.20076 6.77316 -1.22536 -1.05 0.96 1.08 -0.68
C 8.64399 7.92611 -2.06007 0.55 -0.93 -1.75 -1.15
H 3.64574 7.65624 -5.17017 0.21 0.07 0.39 0.36
H 1.97876 7.67439 -4.63008 0.01 0.11 -0.18 0.40
H 2.63041 6.29338 -5.45916 0.10 -0.54 0.53 0.35
H 2.31935 5.89602 -2.98464 -0.24 -0.10 0.09 -0.11
H 3.09994 7.30877 -2.42280 -0.03 0.67 -0.51 0.50
H 5.29518 6.31901 -3.25441 0.09 -0.13 -0.17 0.36
H 4.29196 4.87231 -3.66561 0.49 0.12 -0.50 0.04
H 3.66031 4.58107 -1.28254 -0.03 0.24 0.31 -1.04
H 4.79295 6.00887 -0.96520 -0.43 -0.19 0.76 1.00
H 5.18677 2.91039 0.57519 0.05 -0.12 0.14 -0.88
H 6.22386 4.29237 0.92019 0.30 -0.27 0.74 0.72
H 7.61375 1.69231 -0.25376 -0.66 0.14 -0.35 0.28
H 6.93478 1.59186 1.33353 0.14 -0.07 0.12 0.32
H 9.12233 3.56062 0.45085 -0.28 0.25 -0.15 0.24
H 9.38417 2.02260 1.10073 -0.10 -0.29 -0.09 0.47
H 8.15279 2.57615 3.17398 0.53 -0.34 0.19 0.38
H 7.93053 4.15891 2.70128 -0.13 0.42 -0.40 0.30
H 9.56067 3.69112 2.95188 0.11 -0.44 -0.14 0.40
H 7.02543 2.12948 -2.28927 0.20 0.07 0.14 0.64
H 6.21078 2.99758 -3.51730 -0.13 0.16 -0.15 0.85
H 4.73332 1.24317 -1.48981 -0.04 0.20 0.41 -0.48
H 5.35327 0.55267 -2.88403 0.37 0.24 -0.40 0.62
H 3.53725 2.98240 -3.00452 -0.48 0.00 0.29 -0.55
H 2.90353 1.30411 -3.08678 0.07 0.08 0.30 0.44
H 4.60486 0.98456 -4.97093 -0.05 0.02 -0.20 0.38
H 4.52353 2.72975 -5.26737 0.50 0.24 0.65 0.31
H 3.09160 1.86343 -5.22880 -0.01 -0.33 -0.36 0.45
H 7.57265 5.35455 -2.69590 -0.34 0.48 0.11 0.87
H 8.25685 4.19057 -1.68738 0.41 -0.16 0.07 0.74
H 8.24423 5.62539 0.38430 0.11 -0.86 -0.29 0.19
H 7.21896 6.72130 -0.35542 -0.17 0.27 -0.34 0.37
H 9.84440 6.12727 -1.82254 -0.27 -0.13 -0.16 0.37
H 9.87672 7.22197 -0.49753 -0.17 -0.28 0.44 0.42
H 7.81718 7.57510 -2.67754 -0.18 -0.23 -0.15 0.28
H 9.45575 8.04859 -2.77711 -0.21 1.14 -0.19 0.34
H 8.25368 8.85668 -1.64802 0.67 -0.18 0.65 0.36
C 3.52024 -1.31955 0.88177 0.24 0.34 0.73 -1.29
C 4.09674 -0.04790 1.58401 0.87 -2.50 -0.64 -0.74
C 3.24795 1.16547 1.57825 -1.05 -0.03 1.88 0.53
C 1.97896 0.85563 2.52567 1.04 0.82 -0.75 -0.67
P 1.08623 2.30837 3.19427 -0.95 -1.16 -1.36 0.71
C 0.71910 3.38384 1.72026 0.20 0.10 0.17 -1.49
C 0.15080 2.66344 0.42646 1.05 0.54 0.12 0.80
C 0.51677 3.47653 -0.83179 -0.51 0.97 -0.31 0.90
C -0.10805 4.92182 -0.96400 0.00 -1.50 0.23 -1.68
C 1.80816 2.98272 4.73105 0.48 0.05 -0.53 -0.96
C 2.32586 4.41503 4.74063 -0.01 -0.88 -0.73 -0.38
C 2.21021 4.99161 6.10067 -0.94 1.74 1.86 -0.91
C 0.74324 5.13096 6.70995 0.85 0.01 -1.37 -1.10
C -0.51490 1.71172 3.78142 0.84 -1.02 -0.23 -0.12
C -1.45049 2.84976 3.87129 -0.56 1.73 -0.75 -0.42
C -2.65181 2.60198 4.72404 0.34 -0.64 0.34 -1.32
C -3.46079 1.39452 4.21870 0.25 -0.85 1.36 -0.41
H 4.18577 -2.14708 1.12748 0.16 -0.03 -0.51 0.51
H 3.38978 -1.19480 -0.19317 0.26 -0.03 -0.01 0.25
H 2.55226 -1.65911 1.25032 -0.18 0.40 0.16 0.05
H 5.11017 0.10926 1.21476 -0.05 0.47 -0.93 -0.18
H 4.43226 -0.33369 2.58092 -0.76 0.06 0.59 0.70
H 2.97800 1.47877 0.56974 -0.22 0.11 0.08 -0.02
H 3.88045 1.89885 2.07845 -0.30 0.72 -0.10 0.20
H 2.32879 0.23652 3.35175 0.06 0.13 0.21 1.15
H 1.24583 0.23925 2.00537 -0.23 0.13 -0.25 -0.53
H 1.61583 3.94745 1.46277 0.56 -0.45 -0.20 0.89
H 0.12620 4.23219 2.06216 -0.64 -0.28 0.05 0.92
H -0.91236 2.42389 0.44637 -0.10 0.38 0.36 -0.14
H 0.60513 1.68868 0.24897 0.13 -0.12 0.50 -0.33
H 0.20883 2.86637 -1.68090 -0.39 0.09 -0.13 0.17
H 1.59249 3.52967 -0.99945 0.33 0.03 0.47 -1.13
H -1.17178 4.80015 -0.75961 -0.15 0.26 -0.08 0.44
H 0.00254 5.31184 -1.97580 0.05 -0.04 0.04 0.46
H 0.27892 5.65840 -0.25986 0.19 -0.13 0.06 0.37
H 2.59332 2.26713 4.97507 0.11 -0.02 0.17 0.72
H 1.06802 2.93536 5.52984 -0.28 -0.41 -0.36 0.51
H 1.73070 5.00414 4.04290 -0.01 0.24 -0.03 0.28
H 3.36372 4.45523 4.40998 0.02 0.03 -0.13 0.39
H 2.58774 6.00703 5.98032 -0.16 0.33 0.22 0.44
H 2.89166 4.60498 6.85846 -0.02 -0.66 -0.20 0.33
H 0.73168 5.79322 7.57562 0.07 -0.25 -0.02 0.39
H 0.19527 4.21061 6.91185 0.46 -0.24 0.43 0.34
H 0.12422 5.58177 5.93426 -0.05 0.41 -0.05 0.28
H -0.30355 1.34130 4.78452 -0.03 -0.27 0.15 0.83
H -0.86615 0.87452 3.17825 -0.03 0.00 -0.21 -0.59
H -1.78667 3.18980 2.89177 0.06 -0.22 -0.34 0.10
H -0.90784 3.71325 4.25602 0.07 0.31 0.33 0.44
H -3.15605 3.54636 4.92892 -0.42 -0.25 -0.27 0.45
H -2.19915 2.27008 5.65841 -0.39 0.28 0.55 0.39
H -3.07549 0.57666 4.82759 -0.03 -0.37 0.17 0.31
H -3.24485 0.97320 3.23689 -0.40 0.86 -0.52 -0.12
H -4.51069 1.39043 4.51161 -0.03 0.36 -0.60 0.24
C 7.21058 -6.25066 -1.93929 0.40 -2.11 4.60 -0.24
O 5.76423 -6.08949 -2.08246 -0.39 -0.44 -1.01 -0.18
O 7.49531 -7.25533 -0.96243 -0.32 2.39 -3.66 -0.89
C 7.83801 -6.34230 -3.40738 -0.55 -0.94 1.91 0.80
F 9.17943 -6.25609 -3.44593 0.19 0.28 0.50 -0.28
F 7.57144 -7.54039 -3.95901 -0.51 0.57 -0.56 -0.26
F 7.40889 -5.31255 -4.17172 -0.35 -0.30 -0.49 -0.27
C 4.91507 -5.21562 -1.35346 1.13 -0.59 -1.33 -0.38
C 3.58046 -5.37501 -2.02406 -0.87 0.70 0.48 -0.47
H 3.03059 -4.44064 -1.91129 -0.13 0.31 -0.11 0.07
H 3.69146 -5.57552 -3.08969 -0.11 -0.32 0.21 0.33
H 2.97657 -6.07986 -1.45257 -0.01 -0.55 -0.61 0.11
H 5.24281 -4.18727 -1.50567 0.33 0.36 0.36 0.27
H 4.75934 -5.44082 -0.29841 0.70 -0.11 0.30 0.23
H 7.54344 -5.32106 -1.47759 0.48 0.90 -0.51 0.20
N -6.91733 -4.14080 -1.11009 -4.49 1.00 2.33 0.84
O -7.35711 -3.12257 -0.55709 -1.21 2.46 0.91 -0.63
O -5.78005 -4.19216 -1.31552 8.42 -0.55 -2.07 -0.40
O -7.64527 -5.06291 -1.31661 -2.33 -2.78 -1.03 -0.79
N -0.93016 -1.40000 0.48638 1.00 0.68 -2.53 0.09
O -1.82773 -2.18854 0.46464 -2.55 -3.46 0.27 -0.26
O 0.10952 -1.59401 -0.15551 1.30 -0.38 0.11 -0.74
O -1.14884 -0.31218 0.97479 0.24 3.45 2.35 -0.28
```
Positions in Å, forces in eV/Å.